DFT (the ωB97M-V functional and the def2-TZVPD basis) results for a cluster of 2 separate species, C6H9N3O2 in total.

Last column: Löwdin spin population.
Element x y z (Å)
1 H 4.0524 -1.6892 -0.6741  0.0000
2 N 3.4124 -1.3573 0.0014  0.0019
3 C -1.4384 0.1296 0.0254  0.2183
4 C -1.3202 -1.2633 0.2469  0.0452
5 C -2.8800 0.3710 -0.0702  0.0352
6 N -0.2963 0.8691 0.0475  0.3368
7 C -2.5706 -1.8061 0.2448  0.2300
8 C -0.2216 2.3610 0.1121  0.0481
9 C -3.7235 1.3950 -0.1639  0.3531
10 H -3.2984 2.4273 -0.1774  0.0199
11 H 2.7905 -0.6549 -0.4141  -0.0003
12 H -4.6951 1.0433 -0.1406  0.0240
13 H -0.4047 -1.8613 0.4306  0.0003
14 H 1.2888 3.5877 0.4425  0.0004
15 N 1.0490 2.5929 0.2190  0.0657
16 H 1.7951 1.9119 0.2269  0.0041
17 O -3.5038 -0.8982 0.0277  0.0749
18 H -2.8472 -2.7493 0.4246  0.0188
19 O 0.8622 0.2222 0.1137  0.5236
20 H 2.8293 -2.1570 0.2771  -0.0002

Atomic forces in eV per Å
0.7 -0.3 -0.9
-1.3 0.2 0.9
-2.9 -3.1 0.3
0.7 -0.5 0.2
2.4 -1.7 0.1
3.9 2.8 0.0
1.8 2.6 -0.4
-0.7 -2.6 0.0
2.0 2.3 -0.1
-1.0 -1.0 -0.1
0.4 -0.6 0.1
-2.2 0.4 -0.1
-0.8 0.8 -0.2
-0.2 -1.5 -0.6
0.8 3.5 0.6
-0.1 -0.3 0.1
0.0 1.4 -0.1
-1.2 -3.3 0.5
-2.7 0.3 -0.3
0.3 0.6 -0.2

Calculated values
Energy relative to the best compared isomer or geometry (same formula, charge and spin)   239.9 kJ/mol
2S+1   3
<S²>   2.033
HOMO-LUMO gap (alpha / beta)   0.274 / 0.280 Eh
Total charge   0

=====

DFT (the ωB97M-V functional and the def2-TZVPD basis) results for a structure of composition C29H43I2N6O2S5Yb.

Last column: Löwdin spin population.
Element x y z (Å)
1 C 1.2280 -4.3670 -0.0588  0.0000
2 C -5.5417 2.3821 -0.5674  0.0000
3 H -5.5629 -1.2745 0.6549  0.0000
4 C -6.1877 2.0481 0.6149  0.0000
5 H -6.7078 0.4600 1.9637  0.0000
6 O 2.5387 1.0094 -0.7866  -0.0007
7 H 1.1667 -8.2262 -0.1206  0.0000
8 C 2.1564 -5.0649 -0.8138  0.0000
9 C 0.2625 -5.0593 0.6687  0.0000
10 C -1.4444 -2.0464 0.7500  -0.0001
11 S 2.0568 -0.2235 -1.5356  0.0000
12 H 1.5794 8.6708 0.3227  0.0000
13 H -1.4683 -4.9606 1.9500  0.0000
14 H -0.2705 -3.7012 2.2623  0.0000
15 N 4.6837 -0.8408 0.2857  0.0000
16 N 4.1909 -2.7901 1.4789  0.0001
17 H 2.8886 -4.5239 -1.4020  0.0000
18 H 2.8633 -6.9993 -1.4292  0.0000
19 N -2.2896 2.1781 2.3013  0.0000
20 H 0.6355 6.5876 1.3188  0.0000
21 C -1.0678 4.3693 -1.6509  0.0000
22 H -3.2173 2.4315 2.5808  0.0000
23 H 6.5440 -1.3884 -0.5832  0.0000
24 H -4.3711 1.6646 -2.2192  0.0000
25 S 2.8470 -0.6719 2.2077  0.0000
26 H -0.9145 5.4216 -1.9025  0.0000
27 H -2.1242 4.2319 -1.4187  0.0000
28 H -5.5595 3.4037 -0.9245  0.0000
29 Yb 0.8369 0.7631 0.8123  1.0032
30 H 2.5967 2.7449 5.1857  0.0000
31 C -6.1854 0.7306 1.0557  0.0000
32 C 0.7875 6.6604 0.2398  0.0000
33 C 4.0001 -1.5023 1.2150  0.0001
34 C -0.6302 3.4303 -2.7702  0.0000
35 C -2.2838 -3.9549 -0.4564  0.0000
36 C 0.7606 3.6860 -3.3339  0.0000
37 H 0.9418 3.0399 -4.1924  0.0000
38 O 0.4209 2.7331 -0.1735  0.0000
39 H -2.4802 -4.9920 -0.1925  0.0000
40 C 0.2432 -6.4469 0.6401  0.0000
41 C -3.5700 -3.1825 -0.5796  0.0000
42 H 4.5190 0.1553 0.3022  0.0000
43 C 1.8562 7.6984 -0.0804  0.0000
44 H 5.3432 -0.6863 -1.6718  0.0000
45 H 6.2277 -3.0943 1.0412  0.0000
46 S -0.7371 -1.2643 2.0575  -0.0006
47 H 5.1409 -2.3416 -1.1163  0.0000
48 H 5.4216 -4.3920 1.9089  0.0000
49 N -1.4986 -3.3525 0.6262  -0.0001
50 H -4.1654 -3.5601 -1.4078  0.0000
51 C -4.8835 1.4043 -1.3003  0.0000
52 C -2.1724 -1.2254 -0.3117  -0.0001
53 H -4.1616 -3.2667 0.3367  0.0000
54 C 2.5364 1.9985 4.4041  0.0000
55 H 1.5389 3.4718 -2.5999  0.0000
56 H 2.8182 7.4191 0.3518  0.0000
57 H 3.3867 1.3279 4.3952  0.0000
58 H 3.5182 -3.1622 2.1308  0.0000
59 H 1.2367 -3.2825 -0.0513  0.0000
60 H -0.7010 2.4002 -2.4173  0.0000
61 S -1.6753 0.3087 -0.7059  0.0002
62 H 0.8742 4.7176 -3.6734  0.0000
63 H 5.1172 -4.1941 0.1810  0.0000
64 H -1.3824 3.5357 -3.5551  0.0000
65 N -3.2475 -1.7802 -0.8508  -0.0001
66 H 1.9920 7.8084 -1.1570  0.0000
67 C -0.7463 -4.2895 1.4828  0.0000
68 C 1.1761 5.2889 -0.3047  0.0001
69 N 1.0510 -0.9695 -0.7565  -0.0006
70 C -1.2368 1.8398 1.9710  -0.0006
71 C -4.8788 0.0857 -0.8659  0.0000
72 H -3.6167 -0.5357 -2.4946  0.0000
73 H -0.5050 -6.9897 1.2062  0.0000
74 C -4.1761 -0.9827 -1.6722  0.0000
75 C 5.4826 -1.3538 -0.8233  0.0000
76 H -6.7126 2.8071 1.1801  0.0000
77 H -0.1703 6.9736 -0.1874  0.0000
78 C -5.5384 -0.2457 0.3128  0.0000
79 S -0.1889 4.1352 -0.0808  0.0000
80 I 2.5340 3.0194 2.5440  -0.0006
81 C 2.1402 -6.4554 -0.8362  0.0000
82 H 1.4447 5.3247 -1.3594  0.0000
83 H 2.0130 4.8561 0.2451  0.0000
84 C 1.1858 -7.1450 -0.1051  0.0000
85 H -4.8940 -1.6860 -2.0920  0.0000
86 C 5.3041 -3.6619 1.1124  0.0000
87 I 0.7858 0.8503 4.6740  -0.0001
88 H -1.7078 -3.9395 -1.3842  0.0000

Atomic forces in eV per Å
0.0 0.0 0.0
0.0 0.0 0.0
0.0 0.0 0.0
0.0 0.0 0.0
0.0 0.0 0.0
0.0 0.0 -0.2
0.0 0.0 0.0
0.0 0.0 0.0
0.0 0.0 0.0
-0.1 0.2 -0.1
0.3 -0.1 0.0
0.0 0.0 0.0
0.0 0.0 0.0
0.0 0.0 0.0
0.0 0.1 0.1
-0.1 0.0 -0.1
0.0 0.0 0.0
0.0 0.0 0.0
0.0 0.1 0.0
0.0 0.0 0.0
0.0 0.0 0.0
0.0 0.0 0.0
0.0 0.0 0.0
0.0 0.0 0.0
-0.1 -0.1 0.0
0.0 0.0 0.0
0.0 0.0 0.0
0.0 0.0 0.0
-0.7 0.2 0.2
0.0 0.0 0.0
0.0 0.0 0.0
0.0 0.0 0.0
0.0 0.1 0.0
0.0 0.0 0.0
0.0 0.0 0.0
0.0 0.0 0.0
0.0 0.0 0.0
0.2 -0.1 -0.1
0.0 0.0 0.0
0.0 0.0 0.0
0.0 0.0 0.0
0.0 0.0 -0.1
0.0 0.0 0.0
0.0 0.0 0.0
0.0 0.0 0.0
0.1 0.0 0.0
0.0 0.0 0.0
0.0 0.0 0.0
0.1 -0.1 0.0
0.0 0.0 0.0
0.0 0.0 0.0
0.1 -0.1 0.2
0.0 0.0 0.0
0.0 0.0 0.0
0.0 0.0 0.0
0.0 0.0 0.0
0.0 0.0 0.0
0.0 0.0 0.0
0.0 0.0 0.0
0.0 0.0 0.0
0.2 0.2 0.1
0.0 0.0 0.0
0.0 0.0 0.0
0.0 0.0 0.0
-0.1 0.0 0.0
0.0 0.0 0.0
-0.1 0.1 0.0
0.0 0.0 -0.1
0.1 -0.2 -0.3
0.0 0.0 0.1
0.0 0.0 0.0
0.0 0.0 0.0
0.0 0.0 0.0
0.0 0.0 0.0
0.0 0.0 0.0
0.0 0.0 0.0
0.0 0.0 0.0
0.0 0.0 0.0
0.0 -0.1 0.0
0.0 0.1 0.0
0.0 0.0 0.0
0.0 0.0 0.0
0.0 0.0 0.0
0.0 0.0 0.0
0.0 0.0 0.0
0.0 0.0 0.0
0.0 0.0 0.1
0.0 0.0 0.0

Calculated values
Energy relative to the best compared isomer or geometry (same formula, charge and spin)   19.7 kJ/mol
2S+1   2
<S²>   0.751
HOMO-LUMO gap (alpha / beta)   0.287 / 0.287 Eh
Total charge   +2

=====

DFT (the ωB97M-V functional and the def2-TZVPD basis) results for a cluster of 18 separate species, C43H81Cl35F3NO8P in total.

Last column: Mulliken charge in e.
Element x y z (Å)
1 F -3.9757 3.7411 1.8254  -0.2443
2 H 8.2709 10.0139 0.0256  0.2702
3 H -4.5998 -4.6567 4.6563  0.2557
4 H -2.4568 4.8785 -1.6431  -0.0258
5 Cl 2.3036 8.2237 -3.6110  -0.1828
6 O -2.9530 -4.2513 0.5192  -0.5188
7 H 4.8118 -0.2192 -3.9738  0.5645
8 Cl -7.3746 -11.8623 1.1269  -0.1574
9 H -5.1161 -2.1584 1.1793  0.3428
10 H 0.6986 -3.3246 0.5035  0.7452
11 C 0.0635 -2.4199 3.1066  -0.3814
12 H 0.6503 7.0004 -2.4700  0.2623
13 H 1.3458 -1.8781 -5.9591  0.2808
14 Cl 2.3214 0.8001 7.8939  -0.1280
15 H 0.8109 -4.3570 -3.7117  0.5766
16 Cl 4.2720 2.8690 -6.4792  -0.0787
17 H 0.6029 2.4002 7.8843  0.2646
18 H -2.1741 1.0560 3.3345  0.4418
19 Cl -2.7505 -2.0770 -11.3116  -0.1445
20 H -0.8906 -3.8693 1.7608  0.5577
21 Cl -2.2572 -4.5269 4.8581  -0.0338
22 H -1.2576 0.0122 -1.0777  0.8045
23 H 1.1756 -5.2110 8.5451  0.3352
24 C 0.1558 -2.5969 -2.6564  0.3895
25 H -3.9760 -7.5479 -0.3793  0.1634
26 C -6.8416 6.1394 -2.8782  0.0543
27 H 4.6531 -0.0937 -0.7629  0.1764
28 Cl 8.2703 9.5290 -2.2727  -0.1479
29 C 0.2609 -1.9235 -6.0291  0.1714
30 Cl -3.8106 -6.4734 3.4054  -0.0781
31 Cl -0.1270 -6.3167 6.9260  -0.1433
32 H 6.8822 9.0091 -0.4529  0.0490
33 C -0.6296 -1.6730 -0.0135  -0.2142
34 Cl -6.4633 -9.3754 -0.1286  -0.1586
35 H -0.0844 0.5949 2.7821  -0.2750
36 Cl -3.7290 3.8022 -3.2985  -0.1743
37 H 3.0402 -1.1273 -4.9913  0.6549
38 Cl -0.5905 -6.4123 -4.3746  -0.0659
39 H -0.7278 -2.3858 5.1207  0.5426
40 H 0.2351 0.1576 -3.8099  -0.7399
41 H -0.7847 -3.0954 -2.3885  0.8806
42 H -6.7789 -9.8363 2.1522  0.2756
43 O -4.2950 -2.3870 1.6348  -0.5887
44 C 1.7967 -0.4194 5.3428  -0.0971
45 H -0.0641 -1.5592 -2.9103  -0.7015
46 Cl 1.9407 -6.2265 -5.8552  -0.1406
47 H 3.0413 2.8832 1.7966  0.6325
48 H -6.0325 5.8301 -3.5307  0.0949
49 C 0.3520 -4.9242 7.9033  -0.3711
50 C 4.8726 0.5555 -1.6112  -0.8232
51 H 1.2155 2.3961 2.9856  0.4585
52 Cl 4.3822 -0.9380 13.4683  -0.1255
53 H 0.7754 -8.1485 -5.1713  0.3363
54 H -1.1153 -0.9376 4.2075  -0.4322
55 H -0.4980 -4.6053 8.4940  0.2579
56 H 2.8903 3.5005 -0.3210  0.2024
57 Cl 1.6009 5.3934 -3.8953  -0.0361
58 H 5.7882 -1.3167 15.3131  0.2850
59 C 2.3292 2.3429 1.1708  -0.6966
60 H -3.0679 -3.6574 -9.6059  0.2389
61 H -0.7739 1.7714 0.2673  1.8065
62 Cl -8.3426 5.4249 -3.4699  -0.1603
63 Cl 0.9717 0.3204 -1.1585  0.2123
64 H -0.1241 -4.0071 -5.7633  0.2684
65 C -0.4567 -0.5931 -5.7369  -1.2066
66 Cl 4.2960 10.3784 0.0200  -0.1467
67 H -0.0589 -7.2868 -6.4889  0.2876
68 H -5.5172 4.6746 4.5550  0.2407
69 C -6.3995 -10.4028 1.3107  -0.1351
70 H 2.7741 -0.0228 5.4688  0.7337
71 H 2.4850 9.5463 -1.2212  -0.0528
72 C -2.7036 3.5974 1.4639  0.9782
73 F -2.6793 3.2613 0.1674  -0.2640
74 H -1.2849 -3.0271 -4.9048  0.3823
75 Cl 0.8751 -3.5655 6.8862  -0.0573
76 H 2.7188 0.2273 -8.9948  0.1888
77 C -6.1994 4.9755 3.7687  0.1926
78 C -3.8063 -5.3821 4.7893  -0.4749
79 H 0.0500 -2.1759 -7.0644  -0.2855
80 C -0.3411 -1.6813 4.3902  0.6605
81 H 0.6103 -3.3048 3.4383  0.5906
82 H 1.4550 -1.7949 0.4207  0.1001
83 H 6.5086 2.9572 -5.7577  0.2843
84 H 1.9322 0.4145 -6.2887  -0.1609
85 H -2.9748 -6.7356 0.8494  -0.3740
86 C -3.0289 -7.5570 0.1466  0.5523
87 C 0.3329 0.8253 1.8074  -0.2074
88 F -2.1054 4.7678 1.5812  -0.2855
89 Cl 6.3052 0.7529 -6.5576  -0.1494
90 O 2.0713 3.1121 -0.0014  -0.3919
91 C 1.4520 2.2063 8.5290  -0.0067
92 N -0.5263 -0.1829 -0.3932  0.3782
93 C 3.9455 0.4245 -3.8146  -0.7819
94 H -5.7167 4.9226 2.8037  -0.0968
95 H 1.9359 0.4133 -10.5835  0.3832
96 H 1.1141 0.0999 1.5990  0.6257
97 Cl -6.9002 7.9041 -2.8584  -0.1485
98 O -3.0623 0.4324 0.2302  -0.6802
99 C 0.6966 -2.4042 -0.0716  -2.0745
100 Cl -2.9028 -9.0942 1.0278  -0.1924
101 H 5.7150 0.1178 -2.1446  0.3968
102 H 2.1922 -0.6877 -3.5366  -0.8257
103 C -1.1001 -2.9245 2.2539  -1.8159
104 Cl 1.0016 0.3758 11.4589  -0.1769
105 H -3.9320 0.2255 0.5963  0.6194
106 H -5.3686 -10.6899 1.4759  0.1676
107 C 2.6873 9.6674 -0.1648  0.1393
108 H 0.7703 -1.8378 2.5240  0.2580
109 H 1.6552 -2.9027 -4.1274  0.1634
110 C 0.4806 -7.1803 -5.5558  -0.3683
111 H 4.3219 -2.3279 15.3621  0.2801
112 H 4.1360 1.3663 -4.3360  -0.0603
113 C -1.6094 -1.9364 1.2012  2.3846
114 H -1.1985 -2.1081 -0.8328  -0.1677
115 H 0.2271 7.2798 -4.1737  0.1956
116 H 0.3721 3.0021 1.5557  0.1903
117 Cl -1.7234 -7.3661 -1.0314  -0.1731
118 Cl 1.3943 2.1646 -9.1101  -0.1507
119 Cl -7.5752 3.8627 3.7648  -0.1644
120 H -4.0385 5.6585 -1.8777  0.1884
121 H 6.3698 2.8879 -7.5315  0.3432
122 H -3.2273 -1.4845 -1.1854  0.3924
123 H -0.1998 1.3707 -4.9781  0.5787
124 H -0.7793 -0.1185 -6.6595  0.4667
125 P -3.1660 -2.8038 0.5847  0.6123
126 C -3.1848 5.2092 -2.3718  0.1580
127 H 2.6780 8.7063 0.3353  0.2183
128 H 5.1747 1.5333 -1.2295  0.2420
129 Cl 2.4699 3.6497 8.5690  -0.1639
130 Cl 1.4268 10.6831 0.5411  -0.1589
131 Cl -2.4241 6.4167 -3.4087  -0.1489
132 H 2.6766 0.7090 13.0782  0.0820
133 C 1.0203 7.0133 -3.4879  -0.2445
134 H 2.7467 1.3661 0.9237  0.2400
135 C 1.7808 0.6164 -5.2292  -0.6257
136 Cl -0.7297 -3.5892 -9.8248  -0.1324
137 H 1.1278 1.9730 9.5376  -0.0016
138 O -2.0365 -0.7906 1.9600  -0.4591
139 H -1.3817 -0.8514 -5.2120  0.4595
140 C 0.8361 -1.0144 4.9443  -1.6352
141 C -0.7741 0.7959 0.7448  -1.5813
142 C -0.2285 -3.1031 -5.1663  -0.8434
143 C 7.9455 9.1724 -0.5737  -0.0088
144 C 5.9972 2.4958 -6.5935  -0.3505
145 O -3.7159 -2.2198 -0.8025  -0.6060
146 C -2.3877 -3.5709 -10.4442  -0.2506
147 Cl 8.8023 7.7242 -0.0256  -0.1610
148 Cl 0.5343 -0.6380 -9.0179  -0.0878
149 C 1.0120 2.2105 1.9336  -1.1199
150 H 1.9959 1.6641 -5.0274  0.4415
151 H 3.2498 1.0746 11.4346  0.2558
152 H -3.9455 -5.9376 5.7089  0.4052
153 O 3.7157 0.6521 -2.4203  -0.0291
154 C 1.1556 -2.7897 -1.5091  -0.6602
155 H 1.4759 -3.8292 -1.5450  0.6942
156 C 2.4303 1.1792 12.1374  0.0110
157 H -2.5097 -4.4058 -11.1231  0.2946
158 C -2.1386 0.4289 1.2915  0.3098
159 C 4.7162 -1.3395 15.1623  -0.2817
160 Cl -6.6900 6.6445 4.0568  -0.1506
161 H -6.6716 5.7896 -1.8660  0.1512
162 Cl 3.9597 -0.1903 16.2661  -0.1424
163 O -2.0176 2.7220 2.2227  -0.2860
164 C 1.8031 0.4913 -9.5115  -0.3495
165 C 0.2967 0.4033 -4.8696  0.2171
166 C -2.5698 1.4242 2.3934  -1.3877
167 Cl 2.1375 2.8999 12.4120  -0.1566
168 H -1.9600 -3.1486 2.8879  0.3994
169 H 2.0598 -2.2199 -1.7315  0.1386
170 H -3.6551 1.4220 2.4933  0.5354
171 C 0.6593 -3.3026 -3.9195  -0.9104
172 C 2.7180 -0.2738 -4.3955  1.0130

Atomic forces in eV per Å
-0.3 -0.3 0.0
0.1 0.0 0.0
0.0 0.1 0.0
0.0 0.0 0.0
0.0 0.0 0.0
0.2 0.3 -0.2
0.2 0.0 0.3
0.0 0.0 0.0
-0.1 -0.1 0.2
-0.6 0.1 0.2
-0.2 -0.7 0.2
0.0 0.0 0.0
0.0 0.2 0.0
0.0 0.2 0.6
-0.1 -0.1 0.1
0.0 0.1 -0.1
0.0 0.0 -0.1
0.1 0.1 0.1
0.0 0.0 0.0
0.1 0.0 0.0
-0.2 0.0 0.4
0.1 0.0 -0.1
0.1 0.0 -0.1
-0.1 -1.0 0.0
0.0 -0.1 0.0
0.1 0.0 0.0
0.0 0.0 0.1
0.0 0.0 0.0
-1.0 -0.3 -0.1
-0.2 -0.2 0.1
0.1 -0.1 0.1
0.0 0.0 0.0
-0.8 -0.7 -0.2
0.0 0.1 0.0
-0.1 -0.4 0.0
0.0 0.0 0.1
0.1 0.0 0.0
-0.1 -0.3 0.0
-0.1 0.0 0.0
0.0 -0.1 0.0
-0.1 0.1 -0.1
-0.1 0.0 0.0
0.0 0.5 -0.2
0.5 -0.4 -0.9
0.0 0.1 0.2
0.0 0.0 0.0
0.1 -0.1 0.0
0.0 0.0 -0.1
0.0 0.0 -0.1
-0.1 0.1 0.2
-0.1 0.0 0.1
0.3 -0.3 0.1
0.0 0.0 0.1
-0.1 0.0 0.0
0.0 0.0 -0.1
0.0 -0.1 -0.1
0.0 0.0 0.0
0.0 0.1 0.0
-0.1 0.7 0.1
0.0 0.0 0.0
-0.3 -0.1 -0.3
0.0 0.0 0.0
-0.1 -0.2 -0.1
-0.1 -0.1 -0.1
0.0 -0.5 0.5
0.0 0.0 0.0
0.0 0.1 0.0
0.0 0.0 0.0
0.1 0.0 0.1
-0.1 0.1 0.3
0.0 0.1 0.0
0.6 0.4 0.1
-0.2 -0.2 -0.3
-0.1 0.1 0.0
0.1 -0.1 0.2
0.0 0.0 0.1
0.0 0.1 0.1
0.0 0.1 -0.2
0.0 -0.1 0.0
0.3 0.3 -0.1
0.2 0.0 -0.1
0.1 0.0 -0.1
0.0 0.0 0.0
0.0 0.3 -0.1
0.1 0.0 0.0
-0.1 0.0 0.0
0.0 0.7 0.1
0.1 0.3 0.0
0.0 0.0 0.0
-0.1 -0.2 -0.1
0.0 0.1 0.1
0.3 0.3 0.6
-0.3 -0.2 -0.3
-0.1 0.0 -0.1
-0.1 0.0 0.0
-0.1 -0.3 0.0
0.1 0.0 0.0
0.3 -0.5 -0.2
0.8 0.0 -0.1
0.0 0.1 0.0
0.0 0.0 -0.1
-0.1 -0.1 0.0
-0.1 0.3 -0.2
0.0 -0.2 0.1
-0.1 0.0 -0.1
0.0 0.0 -0.1
0.0 -0.1 0.0
0.0 0.2 0.0
0.0 -0.1 -0.1
0.0 -0.1 0.0
-0.1 0.0 0.0
0.0 0.0 0.2
-0.7 0.1 0.3
0.2 0.3 -0.3
0.1 0.0 -0.1
-0.1 0.1 0.2
0.0 0.0 0.0
0.0 0.0 0.0
0.0 -0.1 0.0
0.0 0.0 -0.1
0.0 0.0 0.0
-0.2 0.2 0.0
-0.1 0.0 0.1
0.2 0.1 -0.1
0.1 -1.2 0.1
0.1 0.0 0.0
0.0 0.0 0.1
0.0 0.1 -0.1
0.0 0.0 0.0
0.0 0.0 0.0
-0.1 0.1 0.0
-0.2 0.1 0.0
0.0 0.0 0.0
0.1 -0.1 -0.1
-0.5 -0.3 0.6
-0.1 -0.2 0.0
0.1 0.1 -0.1
0.1 0.0 -0.4
-0.1 0.1 -0.1
-0.4 0.2 0.0
0.4 0.1 -0.2
1.2 -0.1 0.1
0.0 0.0 0.0
0.0 0.1 0.0
0.2 0.2 0.1
0.0 0.0 0.0
0.0 0.0 0.0
0.2 0.2 -0.3
0.4 -0.5 -0.2
0.3 0.1 -0.1
0.0 0.0 -0.1
0.1 -0.1 0.0
0.2 -0.2 0.0
0.1 0.7 -0.3
-0.1 -0.1 0.3
-0.1 0.2 0.0
0.0 0.0 0.0
0.0 0.7 0.9
0.0 0.0 0.1
0.0 0.0 0.0
-0.1 0.0 0.0
0.0 0.0 0.0
-0.4 -0.1 0.1
0.0 0.0 0.0
0.2 0.7 -0.5
0.3 -0.6 0.2
0.0 0.0 0.0
0.1 0.1 0.0
0.0 0.1 -0.1
-0.1 0.2 -0.1
0.0 0.5 0.0
0.2 0.2 -0.3

Calculated values
HOMO-LUMO gap   0.310 Eh
Total charge   +1

=====

Question: Among the records above, which one has the lowest total charge?
Answer: C6H9N3O2